Molecular formula: C4H9NO2
Method: DFT, ωB97M-V with the def2-TZVPD basis set

Its HOMO energy is -9.75 eV. As for the total charge: 0. As for the SMILES: CC(=O)NCCO. The energy above the lowest of the compared OMol25 structures with the same formula, charge and spin comes out at 58.18 kcal per mole.

Last column: Löwdin charge in e.
Element x y z (Å)
H  1.513  -1.684  -0.995  0.071
H  -0.533  -0.449  -1.076  0.116
C  -0.673  0.058  -0.109  -0.206
C  1.390  -1.854  0.075  -0.013
H  0.280  -2.040  0.458  0.104
H  -0.819  2.678  -1.033  0.066
H  2.099  -2.682  0.386  0.092
C  1.652  -0.483  0.803  -0.489
H  -2.824  0.904  -0.497  0.130
O  2.635  -0.280  1.518  0.050
C  -1.756  1.198  -0.261  -0.242
N  0.531  0.343  0.640  0.024
O  -1.491  2.079  -1.319  -0.075
H  0.998  1.140  0.258  0.123
H  -1.088  -0.793  0.475  0.110
H  -1.913  1.864  0.677  0.139



Molecular formula: C40H56BN2O2P2Re
Method: DFT, ωB97M-V with the def2-TZVPD basis set

Its HOMO energy (alpha / beta) is -9.99 / -9.99 eV. As for the total charge: +1. As for the spin multiplicity: 2. As for the expectation value of S²: 0.763. The energy above the lowest of the compared OMol25 structures with the same formula, charge and spin comes out at 22.00 kcal per mole.

Last column: Mulliken spin population.
Element x y z (Å)
H  -3.966  1.340  -2.534  0.000
H  0.318  -6.114  1.790  0.000
C  2.076  -1.835  1.642  -0.001
H  1.918  -7.932  1.941  0.000
H  0.156  -0.132  -2.646  -0.010
C  1.306  -9.472  -0.234  0.000
H  -3.987  -4.020  -0.873  0.000
C  2.646  1.354  1.155  0.022
P  2.123  -1.092  -0.021  0.010
C  -0.622  -6.090  -2.004  0.000
C  0.420  0.890  -2.977  0.045
H  3.204  0.895  -0.867  -0.008
H  -4.856  -3.524  1.598  0.000
H  3.165  2.310  1.126  0.001
H  -1.744  0.740  5.702  0.000
H  2.991  -0.871  -2.738  -0.003
C  -0.512  -4.922  -1.277  0.000
C  1.006  -8.519  2.024  0.000
C  2.850  -3.750  -0.826  0.000
N  -0.256  1.510  -0.670  0.034
H  -4.698  -2.488  -1.352  0.000
H  2.978  -4.009  0.221  0.000
H  4.168  -2.072  -0.880  0.000
H  3.832  -3.788  3.777  0.000
H  -5.619  -0.545  -0.889  0.000
H  -3.624  -0.393  -2.475  0.000
H  -4.390  0.639  2.363  0.000
H  1.459  0.900  -3.306  0.022
C  3.111  -2.272  -1.088  0.000
C  -3.404  0.568  -2.010  0.010
P  -2.666  -0.702  0.292  -0.005
C  1.771  -3.254  4.013  0.001
O  -0.157  -3.689  0.557  0.000
C  -0.908  2.686  1.455  0.078
H  4.760  -0.441  1.409  0.000
H  0.004  4.768  -0.349  0.000
C  -1.200  -0.541  2.606  0.006
C  3.002  -3.231  3.372  -0.002
H  5.228  1.043  0.590  0.000
H  -0.892  -6.078  -3.048  0.000
H  -1.999  2.618  1.477  0.023
H  -1.464  -9.625  -0.117  0.000
H  -1.647  -8.914  1.486  0.000
C  0.208  1.882  -1.891  0.310
Re  -0.293  -0.717  -0.236  -0.037
C  0.704  -2.550  3.499  -0.003
C  3.240  0.406  0.116  -0.002
H  -0.194  1.139  -3.844  0.017
H  0.855  -9.762  -1.177  0.000
H  -3.499  1.508  -0.079  -0.003
H  2.749  0.934  2.154  0.001
C  -0.196  -4.964  0.083  0.000
C  2.815  -1.929  -2.546  0.003
H  -5.585  0.276  0.675  0.000
H  -5.802  1.198  -0.804  0.000
H  4.085  -2.574  1.654  0.000
C  -5.285  0.346  -0.366  0.000
H  1.775  -2.164  -2.776  0.000
H  0.760  3.829  -2.777  0.000
C  -3.783  0.548  -0.528  0.002
H  -0.266  -2.610  3.971  0.001
C  -3.434  0.399  2.803  0.001
H  -0.518  1.861  2.052  -0.004
H  -3.950  1.232  4.709  0.000
H  1.608  -10.380  0.283  0.000
H  3.548  -4.344  -1.411  0.000
C  -0.400  2.645  0.062  0.264
H  0.003  -0.326  4.379  0.001
H  -2.975  -2.793  -1.641  0.000
N  -0.213  -1.073  1.806  -0.003
C  -0.351  -7.275  -1.336  0.001
C  -2.466  -0.239  2.043  0.004
H  -0.622  3.631  1.911  0.005
H  2.197  -8.883  -0.444  0.000
C  3.141  -2.544  2.179  0.000
H  -4.429  -1.983  2.332  0.000
C  0.840  -1.789  2.331  0.003
C  -0.967  -9.460  0.835  0.000
C  -4.648  -2.476  1.389  0.000
H  -0.426  -8.192  -1.898  0.000
H  -0.763  -10.428  1.286  0.000
H  1.594  1.541  0.962  0.006
O  -0.642  -3.612  -1.656  0.000
C  0.393  3.274  -1.938  0.104
C  -3.190  0.740  4.123  0.000
C  0.070  -6.145  0.743  0.000
H  5.209  -0.463  -0.303  0.000
C  -3.464  -2.388  0.433  -0.001
C  -3.800  -2.950  -0.946  0.000
B  -0.404  -2.848  -0.522  0.001
H  3.454  -2.506  -3.215  0.000
C  4.694  0.102  0.469  0.002
C  0.004  3.755  -0.700  0.109
H  1.848  -4.028  -1.132  0.000
H  1.268  -9.498  2.417  0.000
C  -0.969  -0.165  3.940  -0.005
C  -1.953  0.456  4.682  0.000
H  -5.546  -2.038  0.964  0.000
C  0.019  -7.330  0.013  0.000
H  1.639  -3.836  4.914  0.000
C  0.339  -8.675  0.653  0.000
H  -2.341  0.779  -2.132  0.000
H  0.339  -8.045  2.739  0.000
H  -2.641  -2.976  0.865  0.000



Molecular formula: C5H13NO
Method: DFT, ωB97M-V with the def2-TZVPD basis set

Its HOMO energy is -7.66 eV. As for the total charge: 0. As for the SMILES: CC(C)=C(C)N.O. The energy above the lowest of the compared OMol25 structures with the same formula, charge and spin comes out at 33.92 kcal per mole.

Last column: Löwdin charge in e.
Element x y z (Å)
N  0.171  -0.846  0.122  0.077
H  -1.802  -1.133  -1.883  0.066
H  1.661  2.673  0.284  0.064
H  -0.487  -1.618  0.063  0.078
C  -0.247  2.625  -1.505  -0.080
H  0.445  3.457  -1.352  0.066
H  0.163  -0.666  1.120  0.080
C  0.181  1.422  -0.728  -0.313
H  0.489  2.047  1.403  0.084
C  -0.289  0.170  -0.741  -0.368
H  -0.438  2.506  -2.570  0.072
H  -0.806  -0.141  -2.878  0.083
C  1.041  1.796  0.477  -0.082
H  -1.135  3.074  -1.019  0.090
H  1.695  0.985  0.789  0.061
H  1.143  -4.992  4.502  0.013
O  0.607  -5.374  3.829  -0.045
C  -1.217  -0.221  -1.863  -0.054
H  0.841  -6.303  3.869  0.032
H  -2.017  0.536  -1.917  0.078



| no. | E_tot (eV) |
| --- | --- |
| 1 | -9877.538 |
| 2 | -70845.551 |
| 3 | -8932.540 |